Entry 1:
DFT (ωB97M-V/def2-TZVPD) results for an isolated molecule of C5H8O.

Last column: natural (NBO) charge in e.
Cartesian coordinates (Å):
C -0.768 0.898 0.846  -0.063
O -1.528 0.315 -0.196  -0.526
C -0.948 -0.945 -0.498  -0.069
C 0.532 -0.807 -0.189  -0.261
C 1.202 0.391 -0.794  -0.422
C 0.665 0.464 0.608  -0.255
H -0.976 1.972 0.838  0.192
H -1.063 0.491 1.829  0.161
H -1.160 -1.147 -1.554  0.189
H -1.396 -1.745 0.112  0.167
H 1.104 -1.695 0.060  0.223
H 0.700 0.924 -1.598  0.220
H 2.281 0.324 -0.904  0.221
H 1.355 0.558 1.440  0.223

Values from the calculation:
ΔE to the lowest compared entry with this formula, charge and spin	126.1	kJ/mol
SMILES	C1OC[C@H]2C[C@@H]12
frontier orbital gap	10.822	eV
spin multiplicity	1

Entry 2:
DFT (ωB97M-V/def2-TZVPD) results for C28H56O21V as an isolated structure.

Last column: Mulliken spin population.
Cartesian coordinates (Å):
V 23.220 -25.370 -15.373  2.744
C 22.933 -26.624 -21.481  0.000
C 22.794 -25.265 -20.833  0.000
O 22.888 -25.451 -19.413  0.001
C 22.537 -24.442 -18.632  0.025
O 22.495 -24.549 -17.436  0.030
O 22.345 -23.324 -19.301  0.002
C 21.724 -22.245 -18.644  -0.001
H 23.124 -26.486 -22.544  0.000
H 22.050 -27.242 -21.331  0.000
H 23.774 -27.161 -21.043  0.000
H 21.856 -24.791 -21.133  0.000
H 23.545 -24.560 -21.200  0.000
H 21.661 -21.410 -19.339  0.000
H 22.214 -21.901 -17.736  0.001
H 20.678 -22.468 -18.415  0.000
C 20.341 -29.458 -19.189  0.000
C 21.519 -29.602 -18.240  0.000
O 21.867 -28.323 -17.683  0.002
C 21.362 -27.870 -16.562  -0.003
O 21.669 -26.792 -16.120  0.013
O 20.435 -28.679 -16.081  0.001
C 19.959 -28.476 -14.768  0.001
H 19.429 -29.107 -18.697  0.000
H 20.125 -30.375 -19.731  0.000
H 20.524 -28.629 -19.878  0.000
H 22.356 -29.897 -18.871  0.000
H 21.374 -30.312 -17.431  0.000
H 20.735 -28.442 -14.005  -0.001
H 19.241 -29.249 -14.498  0.000
H 19.395 -27.540 -14.721  0.000
C 18.062 -25.634 -12.179  0.000
C 19.225 -26.415 -11.620  0.000
O 20.328 -26.467 -12.536  -0.004
C 21.203 -25.509 -12.700  -0.011
O 22.107 -25.605 -13.495  0.075
O 20.948 -24.464 -11.935  0.001
C 21.914 -23.420 -11.896  0.000
H 17.223 -25.784 -11.489  0.000
H 17.615 -25.886 -13.138  0.000
H 18.323 -24.580 -12.081  0.000
H 18.954 -27.446 -11.394  0.000
H 19.490 -26.005 -10.645  0.000
H 22.183 -23.070 -12.891  0.001
H 22.791 -23.712 -11.322  -0.001
H 21.413 -22.578 -11.418  0.000
C 28.518 -24.669 -18.785  0.000
C 27.275 -24.798 -17.921  0.000
O 26.617 -26.054 -18.122  0.001
C 25.552 -26.358 -17.434  0.015
O 25.047 -25.638 -16.591  0.047
O 25.006 -27.501 -17.761  0.016
C 25.569 -28.338 -18.754  0.000
H 28.237 -24.519 -19.826  0.000
H 29.151 -25.560 -18.785  0.000
H 29.149 -23.854 -18.436  0.000
H 26.592 -24.014 -18.251  -0.001
H 27.505 -24.665 -16.870  -0.001
H 24.958 -29.229 -18.868  0.000
H 26.623 -28.551 -18.594  0.000
H 25.501 -27.875 -19.744  0.000
C 25.206 -23.342 -10.852  0.000
C 25.403 -24.834 -11.146  0.000
O 26.350 -24.984 -12.193  0.000
C 25.931 -24.959 -13.436  0.006
O 24.773 -24.950 -13.780  0.008
O 26.925 -24.974 -14.293  0.000
C 28.259 -25.269 -13.852  0.000
H 24.671 -22.851 -11.667  0.000
H 26.211 -22.913 -10.841  0.000
H 24.748 -23.149 -9.886  0.000
H 24.444 -25.287 -11.408  0.000
H 25.706 -25.325 -10.224  0.000
H 28.523 -24.597 -13.034  0.000
H 28.945 -25.089 -14.672  0.000
H 28.314 -26.289 -13.477  0.000
C 26.259 -29.769 -15.499  0.000
C 26.291 -28.791 -14.337  0.000
O 25.184 -28.948 -13.461  0.001
C 24.080 -28.297 -13.827  0.011
O 24.003 -27.493 -14.702  0.018
O 23.068 -28.639 -13.056  0.001
C 23.287 -29.344 -11.825  0.000
H 25.310 -29.641 -16.029  0.000
H 26.331 -30.798 -15.147  0.000
H 27.050 -29.597 -16.228  0.000
H 26.336 -27.804 -14.806  0.003
H 27.228 -28.934 -13.801  0.000
H 23.984 -28.766 -11.220  0.000
H 23.628 -30.365 -11.977  0.000
H 22.313 -29.361 -11.344  0.000
C 27.068 -20.892 -15.021  0.000
C 25.683 -20.804 -14.415  0.000
O 24.988 -22.010 -14.784  -0.006
C 23.691 -22.146 -14.914  -0.002
O 23.184 -23.217 -15.124  0.007
O 23.069 -20.979 -14.886  0.001
C 21.639 -20.927 -14.930  0.000
H 27.066 -20.703 -16.092  0.000
H 27.573 -21.824 -14.773  0.000
H 27.659 -20.074 -14.601  0.000
H 25.202 -19.920 -14.837  0.000
H 25.649 -20.700 -13.332  0.000
H 21.260 -21.601 -14.157  -0.001
H 21.231 -21.297 -15.868  -0.001
H 21.373 -19.900 -14.710  0.000

Values from the calculation:
ΔE to the lowest compared entry with this formula, charge and spin	0.0	kJ/mol
total charge	+2
frontier orbital gap (spin up / spin down)	8.730 / 11.778	eV
spin multiplicity	4

Entry 3:
DFT (ωB97M-V/def2-TZVPD) results for C5H8OS as an isolated structure.

Last column: natural (NBO) charge in e.
Cartesian coordinates (Å):
C 1.381 -0.787 0.653  -0.304
C 0.329 -0.151 1.049  -0.184
C 1.555 -0.988 -0.772  -0.080
C -0.499 0.214 -0.145  0.211
C -1.147 1.642 -0.062  -0.645
O 0.089 -0.013 -1.281  -0.558
S -1.987 -0.937 0.191  -0.167
H 2.209 -1.210 1.232  0.232
H 0.150 0.138 2.076  0.236
H 2.152 -0.150 -1.205  0.249
H 1.348 -1.995 -1.134  0.226
H -2.158 1.665 0.357  0.229
H -1.124 2.176 -0.999  0.235
H -0.543 2.380 0.543  0.208
H -1.756 -1.985 -0.500  0.113

Values from the calculation:
ΔE to the lowest compared entry with this formula, charge and spin	287.7	kJ/mol
frontier orbital gap	9.224	eV
spin multiplicity	1

Entry 4:
DFT (ωB97M-V/def2-TZVPD) results for a 2-piece molecular cluster, C4H12NOS overall.

Last column: natural (NBO) charge in e.
Cartesian coordinates (Å):
C -1.657 1.013 -2.947  -0.406
N -0.530 1.083 -2.068  -0.652
C -0.658 1.933 -0.903  0.115
O 0.583 2.152 -0.314  -0.750
H -2.509 0.620 -2.387  0.184
H -1.461 0.287 -3.737  0.193
H -1.948 1.974 -3.403  0.139
H 0.396 1.128 -2.459  0.369
H -1.075 2.915 -1.177  0.105
H -1.332 1.441 -0.188  0.161
H 0.801 1.373 0.237  0.514
C 0.474 -3.291 1.485  -0.613
C 0.388 -2.011 2.310  -0.502
S 0.766 -0.534 1.319  -0.754
H 1.500 -3.452 1.156  0.194
H -0.183 -3.214 0.620  0.201
H 0.166 -4.181 2.049  0.165
H 1.049 -2.080 3.177  0.169
H -0.625 -1.925 2.723  0.168

Values from the calculation:
ΔE to the lowest compared entry with this formula, charge and spin	91.1	kJ/mol
total charge	-1
frontier orbital gap	6.309	eV
spin multiplicity	1

Entry 5:
DFT (ωB97M-V/def2-TZVPD) results for a 12-piece molecular cluster, C24H72O24 overall.

Last column: Mulliken spin population.
Cartesian coordinates (Å):
C 3.888 2.957 -2.869  0.001
C 3.688 2.182 -1.551  -0.001
O 2.749 2.708 -0.596  0.025
O 4.985 3.906 -2.635  0.008
H 3.111 3.555 -3.346  0.011
H 4.163 2.354 -3.735  0.002
H 4.627 2.116 -1.002  0.001
H 3.409 1.190 -1.906  0.003
H 3.230 2.957 0.197  -0.002
H 5.361 4.173 -3.477  0.000
C -3.325 4.465 1.160  0.000
C -2.045 3.716 0.882  0.001
O -1.246 3.479 2.013  0.000
O -3.012 5.808 1.457  0.000
H -3.927 3.943 1.904  0.000
H -3.778 4.536 0.171  0.000
H -1.526 4.078 -0.006  -0.001
H -2.314 2.722 0.524  0.000
H -1.867 2.922 2.488  0.000
H -2.894 6.202 0.589  0.000
C 0.596 0.450 -0.724  -0.003
C -0.634 -0.457 -0.630  0.001
O -1.226 -0.319 0.675  0.000
O 1.607 0.021 0.115  0.001
H 0.087 1.396 -0.536  0.001
H 0.925 0.486 -1.763  0.000
H -0.553 -1.536 -0.759  0.000
H -1.273 -0.055 -1.416  0.000
H -0.929 -0.933 1.351  0.000
H 1.472 0.120 1.060  0.000
C 2.547 2.030 2.752  0.001
C 3.872 2.843 2.780  0.000
O 4.669 2.713 1.564  0.000
O 2.677 0.636 2.460  0.000
H 1.905 2.402 1.953  -0.001
H 1.971 2.288 3.641  0.000
H 4.512 2.489 3.588  0.000
H 3.736 3.911 2.947  0.000
H 4.799 1.784 1.360  0.000
H 2.989 0.175 3.242  0.000
C 1.204 5.866 -1.513  0.132
C 2.511 6.285 -0.776  0.152
O 3.509 6.472 -1.701  0.353
O 1.283 4.544 -2.013  0.314
H 1.014 6.492 -2.385  -0.004
H 0.488 6.088 -0.722  0.032
H 2.900 5.570 -0.051  -0.010
H 2.341 7.182 -0.180  0.000
H 3.693 5.607 -2.075  -0.006
H 1.490 3.828 -1.408  -0.011
C 2.799 -2.413 -1.879  0.000
C 4.035 -2.157 -1.059  0.000
O 4.088 -0.980 -0.365  0.000
O 2.840 -3.725 -2.582  0.000
H 2.760 -1.538 -2.528  0.000
H 1.969 -2.365 -1.174  0.000
H 4.827 -2.103 -1.807  0.000
H 4.299 -3.059 -0.508  0.000
H 3.278 -0.773 0.106  0.000
H 3.376 -3.411 -3.315  0.000
C -0.396 -4.496 -4.498  0.000
C -0.582 -3.233 -3.571  0.000
O -2.007 -2.940 -3.689  0.000
O -0.598 -5.665 -3.788  0.000
H 0.663 -4.468 -4.756  0.000
H -1.070 -4.682 -5.335  0.000
H 0.044 -2.427 -3.956  0.000
H -0.306 -3.248 -2.517  0.000
H -2.452 -3.788 -3.622  0.000
H -0.537 -6.387 -4.418  0.000
C -2.109 -5.077 0.317  0.000
C -0.564 -5.293 0.187  0.000
O -0.129 -5.867 1.445  0.000
O -2.802 -6.125 0.900  0.000
H -2.437 -4.962 -0.716  0.000
H -2.204 -4.119 0.828  0.000
H 0.004 -4.397 -0.064  0.000
H -0.269 -5.899 -0.669  0.000
H 0.791 -5.613 1.554  0.000
H -2.194 -6.454 1.566  0.000
C -4.876 -3.448 0.924  0.000
C -4.867 -1.925 0.854  0.000
O -4.110 -1.383 -0.166  0.000
O -4.142 -3.951 2.052  0.000
H -4.584 -3.798 -0.066  0.000
H -5.902 -3.672 1.214  0.000
H -4.613 -1.318 1.722  0.000
H -5.881 -1.574 0.665  0.000
H -3.178 -1.571 -0.035  0.000
H -3.732 -4.799 1.868  0.000
C -2.243 1.035 3.821  0.000
C -2.951 1.403 5.179  0.000
O -2.201 0.879 6.306  0.000
O -2.999 1.560 2.721  0.000
H -2.125 -0.010 3.535  0.000
H -1.178 1.265 3.841  0.000
H -3.949 0.970 5.106  0.000
H -3.173 2.469 5.231  0.000
H -2.849 0.738 7.000  0.000
H -2.961 0.933 1.994  0.000
C 0.669 0.672 -4.681  -0.001
C -0.891 0.568 -4.721  0.000
O -1.533 1.766 -5.146  0.000
O 1.397 0.484 -5.960  0.000
H 0.978 -0.160 -4.049  0.000
H 0.957 1.577 -4.144  0.001
H -1.432 0.282 -3.819  0.000
H -1.105 -0.228 -5.434  0.000
H -2.492 1.779 -5.143  0.000
H 1.342 1.214 -6.582  0.000
C -1.356 -2.417 4.905  0.000
C -0.414 -2.838 3.815  0.000
O -0.244 -1.621 3.143  0.000
O -0.566 -1.528 5.705  0.000
H -1.716 -3.169 5.607  0.000
H -2.320 -2.159 4.467  0.000
H -0.747 -3.507 3.022  0.000
H 0.495 -3.313 4.184  0.000
H 0.026 -1.100 3.903  0.000
H -1.111 -0.785 5.977  0.000

Values from the calculation:
ΔE to the lowest compared entry with this formula, charge and spin	376.2	kJ/mol
total charge	+1
frontier orbital gap (spin up / spin down)	8.882 / 2.532	eV
spin multiplicity	2

Entry 6:
DFT (ωB97M-V/def2-TZVPD) results for C19H24GeMoN3O5 as an isolated structure.

Last column: natural (NBO) charge in e.
Cartesian coordinates (Å):
Mo 0.410 -0.182 -0.504  1.092
C -1.692 -1.851 -2.580  -0.713
C -1.544 -1.606 -1.111  0.640
O -1.609 -0.415 -0.673  -0.620
N -1.605 -2.683 -0.285  -0.554
C -0.816 -2.742 0.938  -0.270
C 0.617 -3.068 0.583  0.220
C 1.211 -4.257 0.964  -0.234
C 2.492 -4.548 0.511  -0.119
C 3.142 -3.651 -0.316  -0.225
C 2.498 -2.467 -0.647  0.071
N 1.273 -2.188 -0.196  -0.440
H -2.217 -1.013 -3.034  0.264
H -2.242 -2.772 -2.770  0.248
H -0.712 -1.946 -3.057  0.261
H -1.604 -3.557 -0.794  0.403
H -1.227 -3.513 1.589  0.244
H -0.899 -1.792 1.473  0.246
H 0.680 -4.947 1.604  0.241
H 2.970 -5.475 0.800  0.244
H 4.131 -3.843 -0.703  0.249
H 2.952 -1.715 -1.280  0.252
C 3.028 1.854 3.061  -1.074
Ge 2.926 0.377 1.798  1.580
C 4.215 0.582 0.348  -1.091
C 3.116 -1.351 2.703  -1.076
C 1.060 0.415 1.105  -0.800
H 4.015 1.879 3.521  0.247
H 2.287 1.748 3.853  0.238
H 2.867 2.808 2.559  0.242
H 4.829 -0.311 0.245  0.236
H 4.877 1.418 0.572  0.252
H 3.739 0.783 -0.611  0.245
H 4.075 -1.803 2.453  0.242
H 2.328 -2.050 2.432  0.221
H 3.077 -1.214 3.783  0.248
H 0.323 0.906 1.755  0.263
O 2.387 0.975 -3.863  -0.529
C 1.645 1.057 -2.928  0.780
O 1.634 0.087 -1.988  -0.745
C 0.703 2.217 -2.751  -0.210
C -0.133 2.416 -1.658  -0.065
C -1.003 3.492 -1.567  -0.216
C -1.043 4.416 -2.602  -0.149
C -0.204 4.214 -3.684  0.028
C 0.661 3.146 -3.790  -0.124
N -0.242 5.199 -4.797  0.531
O -1.012 6.125 -4.684  -0.355
O 0.479 4.985 -5.745  -0.348
H -0.127 1.810 -0.732  0.142
H -1.639 3.611 -0.702  0.237
H -1.696 5.275 -2.585  0.266
H 1.294 3.027 -4.657  0.286

Values from the calculation:
ΔE to the lowest compared entry with this formula, charge and spin	110.1	kJ/mol
total charge	+1
frontier orbital gap (spin up / spin down)	6.852 / 6.960	eV
spin multiplicity	1

Entry 7:
DFT (ωB97M-V/def2-TZVPD) results for an isolated molecule of C2H6N4O.

Last column: natural (NBO) charge in e.
Cartesian coordinates (Å):
H -2.639 -0.651 -0.801  0.321
N -1.770 -1.383 -0.333  -0.693
C -0.884 -0.502 0.144  0.540
N -1.213 0.766 0.140  -0.870
N 0.461 -0.939 0.653  -0.647
C 1.608 -0.387 0.080  0.776
N 1.380 0.984 -0.058  -0.839
O 2.708 -1.028 -0.120  -0.617
H -2.240 0.762 0.544  0.434
H -0.546 1.619 0.477  0.405
H 0.502 -1.916 0.332  0.418
H 0.439 1.245 -0.231  0.355
H 2.193 1.430 -0.828  0.415

Values from the calculation:
ΔE to the lowest compared entry with this formula, charge and spin	337.9	kJ/mol
SMILES	[H]/N=C(\N)NC(N)=O
frontier orbital gap	10.116	eV
spin multiplicity	1

Entry 8:
DFT (ωB97M-V/def2-TZVPD) results for C35H29ClHgN5O4PS2 as an isolated structure.

Last column: Mulliken spin population.
Cartesian coordinates (Å):
Hg 0.619 -1.007 0.260  0.039
Cl 4.051 4.248 3.887  0.000
C 3.151 2.865 3.375  0.001
C 1.916 2.609 3.979  -0.001
C 1.212 1.506 3.596  0.000
C 1.670 0.602 2.589  0.005
O 0.959 -0.414 2.305  0.001
C 2.937 0.907 1.981  -0.012
C 3.485 0.174 0.904  0.007
N 3.006 -0.922 0.400  0.003
C 3.691 -1.595 -0.577  -0.014
C 5.061 -1.501 -0.808  0.003
C 5.670 -2.173 -1.858  -0.005
C 4.925 -2.968 -2.713  0.006
C 3.573 -3.157 -2.482  0.010
C 2.742 -3.969 -3.320  0.003
C 1.485 -4.251 -2.958  0.003
C 0.901 -3.735 -1.689  0.026
N 1.699 -2.792 -0.996  0.130
C 2.934 -2.533 -1.365  0.012
C 3.643 2.050 2.398  -0.003
H 1.536 3.290 4.727  0.000
H 0.256 1.286 4.048  -0.001
H 4.386 0.613 0.460  0.001
H 5.673 -0.895 -0.157  0.000
H 6.730 -2.050 -2.025  -0.001
H 5.388 -3.460 -3.556  0.001
H 3.165 -4.357 -4.238  0.001
H 0.874 -4.893 -3.577  0.000
H 0.664 -4.573 -1.012  0.000
H 4.583 2.285 1.923  0.000
N 0.224 -0.825 -2.388  0.000
N -0.472 -1.961 -2.851  0.002
C -0.563 -3.079 -1.930  -0.078
N -1.477 -4.011 -2.527  0.015
S -1.201 -2.648 -0.302  0.569
H -0.360 0.006 -2.467  0.003
H 1.111 -0.651 -2.848  0.002
H -0.121 -2.308 -3.742  -0.001
H -1.028 -4.651 -3.171  -0.007
H -1.961 -4.523 -1.802  -0.004
O 0.399 3.380 -1.357  0.000
S 0.890 2.610 -0.229  0.017
O 2.228 2.962 0.188  0.000
O 0.688 1.153 -0.439  0.001
C -0.217 3.025 1.116  -0.001
C -0.020 4.239 1.738  -0.004
C -0.940 4.687 2.673  0.010
C -2.048 3.907 2.970  -0.004
C -2.229 2.679 2.358  0.010
C -1.308 2.223 1.413  0.074
P -1.495 0.624 0.565  0.061
C -2.306 1.134 -0.984  0.030
C -2.783 0.125 -1.825  0.006
C -3.387 0.448 -3.028  -0.005
C -3.498 1.775 -3.417  0.011
C -3.039 2.776 -2.580  -0.005
C -2.459 2.462 -1.364  0.013
C -2.909 -0.125 1.464  0.034
C -4.206 -0.271 0.989  0.001
C -5.115 -1.053 1.682  -0.002
C -4.746 -1.686 2.856  0.006
C -3.462 -1.517 3.353  -0.004
C -2.545 -0.761 2.650  0.015
H 0.852 4.813 1.464  0.000
H -0.808 5.640 3.164  0.000
H -2.782 4.265 3.681  0.000
H -3.091 2.074 2.606  0.004
H -2.672 -0.916 -1.545  0.002
H -3.764 -0.341 -3.666  0.000
H -3.948 2.034 -4.366  0.000
H -3.131 3.811 -2.879  0.000
H -2.109 3.259 -0.729  0.003
H -4.504 0.210 0.067  0.002
H -6.114 -1.184 1.288  0.000
H -5.456 -2.318 3.374  0.000
H -3.175 -2.012 4.270  0.000
H -1.523 -0.668 2.999  0.008

Values from the calculation:
ΔE to the lowest compared entry with this formula, charge and spin	236.2	kJ/mol
total charge	-1
frontier orbital gap (spin up / spin down)	6.037 / 3.278	eV
spin multiplicity	2